Formula: C3H6N2O
Source: the OMol25 dataset
Level of theory: ωB97M-V/def2-TZVPD

The geometry in XYZ format:
```
12
Properties=species:S:1:pos:R:3:forces:R:3
N 0.436 1.189 0.710 0.2 0.1 -0.1
C 0.383 -0.159 0.173 -0.2 -0.2 0.1
C -0.955 -0.436 -0.515 0.2 -0.1 -0.3
O -2.018 -0.417 0.398 -0.1 0.2 0.1
C 1.531 -0.577 -0.668 1.2 -1.1 0.4
N 2.490 -1.169 -0.942 -0.9 0.9 -0.4
H 1.254 1.275 1.304 -0.1 0.2 0.0
H 0.522 1.889 -0.026 0.0 -0.2 0.1
H 0.490 -0.867 1.013 -0.3 0.3 -0.1
H -1.111 0.280 -1.342 0.1 -0.1 0.2
H -0.921 -1.444 -0.939 -0.1 0.2 0.0
H -2.037 0.454 0.814 0.1 -0.1 0.0
```
Forces are in eV/Å.

E_tot = -8235.1665 eV
frontier orbital gap = 11.3 eV
relative energy (zero: lowest compared OMol25 entry of this formula, charge and spin) = 35.3 kcal/mol

These are the Mulliken partial charges, in e, on atoms 1 to 2:
1 N -0.6221
2 C 0.5234

***

Formula: C42H58Cl2F20HfN2O24P3S2
Source: the OMol25 dataset
Level of theory: ωB97M-V/def2-TZVPD

The geometry in XYZ format:
```
154
Properties=species:S:1:pos:R:3:forces:R:3
C -2.198 -1.533 19.107 0.7 -1.2 0.3
C -1.870 -2.984 19.575 -0.4 -1.3 0.7
C -1.827 -4.200 18.583 0.4 1.8 -1.4
N -1.249 -5.497 19.048 -0.4 -2.2 0.0
C -2.127 -6.030 20.130 0.1 0.0 1.1
C 0.229 -5.470 19.459 -0.7 1.5 -0.1
C 0.997 -6.019 18.278 0.8 0.7 0.9
C 0.173 -7.185 17.883 -1.4 -1.1 1.9
C -1.194 -6.560 17.897 -0.8 1.3 -2.0
H -3.262 -1.529 18.871 0.2 0.4 -0.4
H -1.555 -1.132 18.324 -0.3 -0.2 -0.2
H -2.030 -0.934 20.002 -0.2 0.2 -0.1
H -2.634 -3.131 20.339 -0.3 -0.5 0.0
H -0.980 -3.104 20.192 0.4 0.7 -0.2
H -1.209 -3.880 17.744 0.4 -0.1 -0.1
H -2.756 -4.431 18.061 -0.3 -0.1 0.5
H -3.191 -5.996 19.894 0.2 0.2 -0.5
H -1.979 -5.431 21.028 0.1 0.1 -0.1
H -1.898 -7.059 20.406 0.3 0.1 -0.4
H 0.380 -6.075 20.353 -0.3 0.1 0.0
H 0.394 -4.407 19.639 0.6 -0.3 0.3
H 1.962 -6.273 18.718 0.3 0.0 -0.6
H 1.057 -5.259 17.499 0.3 -0.2 -0.2
H 0.027 -7.818 18.759 1.2 -0.9 0.1
H 0.388 -7.775 16.992 0.0 0.4 0.1
H -2.073 -7.204 17.924 0.2 0.1 0.1
H -1.136 -6.019 16.952 -1.0 0.5 0.1
Hf -8.120 -5.335 14.695 0.5 -1.4 -2.0
P -9.126 -8.391 15.104 0.2 -4.7 -4.0
F -10.525 -8.342 15.891 1.4 -0.5 0.0
F -8.375 -9.541 15.895 -1.0 1.1 0.6
F -9.605 -9.434 13.955 -0.7 1.0 1.5
F -7.798 -8.161 14.159 0.7 -0.1 0.4
F -9.650 -7.116 14.228 -1.4 2.1 -1.3
F -8.491 -7.218 15.983 0.8 2.1 2.8
P -5.432 -2.418 14.246 2.3 4.6 -3.6
F -4.378 -3.410 14.858 0.3 -1.4 0.5
F -4.260 -1.358 14.054 0.3 0.3 -1.2
F -5.194 -2.974 12.675 -0.5 0.0 2.3
F -6.594 -1.409 13.656 0.6 -1.6 0.6
F -6.530 -3.641 14.476 -2.5 -0.9 0.9
F -5.622 -1.674 15.665 -1.5 -1.5 1.0
P -8.771 -5.027 11.488 0.4 1.6 -4.0
F -9.653 -6.089 10.597 1.5 1.9 2.1
F -7.581 -4.794 10.448 -0.6 -1.7 0.5
F -9.452 -3.679 10.881 -0.5 -1.9 1.3
F -7.906 -4.109 12.526 1.5 2.0 2.1
F -9.709 -5.063 12.845 -3.0 0.0 1.3
F -8.013 -6.202 12.354 0.9 -2.0 -0.1
N -6.066 -6.143 14.707 2.9 -1.7 0.5
S -4.927 -6.684 13.693 1.7 0.0 -9.2
O -5.248 -8.009 13.205 0.8 1.0 1.9
O -3.534 -6.275 13.898 -3.0 -0.9 1.0
F -5.329 -5.870 12.425 -0.1 0.9 0.3
S -5.131 -7.096 15.885 -1.3 2.0 7.8
O -4.115 -6.292 16.555 -1.1 -1.1 -1.7
O -5.111 -8.510 16.057 -0.1 0.7 -1.8
F -6.384 -6.746 16.806 -0.1 -0.2 1.5
Cl -0.850 -3.400 10.900 1.1 0.6 0.2
C -2.116 -4.583 10.623 0.0 -0.3 0.3
C -3.382 -3.842 10.304 -0.9 0.0 1.1
Cl -3.541 -3.101 8.710 0.1 -0.3 -0.2
H -2.270 -5.091 11.575 -0.1 -0.1 0.0
H -1.685 -5.317 9.943 -0.6 0.2 -0.3
H -3.520 -3.045 11.034 0.5 0.2 -0.2
H -4.242 -4.453 10.576 0.0 -0.3 -0.8
C -6.607 -3.823 17.415 2.3 0.6 -1.4
O -7.772 -4.490 16.764 2.1 -0.2 -0.3
C -8.810 -4.228 17.661 -1.5 0.2 -0.5
C -10.090 -4.931 17.233 0.8 -0.3 2.5
O -10.207 -5.228 15.844 3.4 1.4 1.5
C -11.544 -5.311 15.523 -2.3 1.1 -2.5
H -6.208 -4.218 18.349 -1.3 -0.7 0.2
H -6.763 -2.746 17.480 -0.6 -0.2 0.0
H -5.714 -3.893 16.794 -0.4 -0.3 -0.6
H -8.984 -3.155 17.584 0.0 0.1 0.3
H -8.509 -4.479 18.678 -0.2 -0.2 -0.1
H -10.726 -4.172 17.688 -1.4 -0.3 -1.1
H -10.278 -5.844 17.798 0.2 -0.2 -0.2
H -12.066 -6.234 15.775 0.5 0.0 0.3
H -11.543 -5.136 14.447 -0.6 -0.5 -0.1
H -12.009 -4.411 15.926 -0.4 -0.3 0.2
C -0.957 -2.512 15.234 -0.6 -1.3 -0.4
O -0.136 -3.705 15.289 0.6 0.4 1.0
C -0.677 -4.786 14.541 1.0 0.0 -1.2
C 0.419 -5.900 14.104 -1.3 1.6 2.1
O 1.233 -6.142 15.273 -0.5 -0.5 -1.1
C 2.379 -6.940 14.990 0.3 0.8 0.8
H -0.631 -1.720 15.909 0.4 -0.4 0.0
H -1.973 -2.817 15.486 -0.3 0.2 0.3
H -1.051 -2.126 14.219 0.4 0.1 -0.2
H -1.046 -4.244 13.670 -0.3 -0.9 -0.7
H -1.517 -5.287 15.022 -0.1 0.1 0.3
H 0.981 -5.534 13.245 0.3 -0.1 0.1
H -0.120 -6.828 13.916 -0.2 0.1 -0.6
H 2.859 -6.508 14.112 0.5 -0.2 0.2
H 2.322 -8.023 14.879 -1.1 -0.2 -0.4
H 2.941 -6.859 15.921 0.7 0.3 -0.3
C -5.555 -8.320 19.735 2.2 -0.7 0.0
C -4.529 -9.187 20.018 -2.2 3.1 -2.1
C -4.772 -10.447 20.656 -2.2 0.6 0.2
O -3.797 -11.018 21.028 1.3 -2.1 0.9
C -6.205 -10.768 20.815 -1.1 -0.5 0.2
C -7.227 -9.933 20.478 -1.5 -2.4 0.8
C -6.941 -8.602 20.014 -1.1 4.2 -0.6
O -7.801 -7.673 19.906 1.5 -2.8 0.1
O -8.571 -10.315 20.599 2.8 0.2 0.0
O -3.300 -8.895 19.633 0.4 0.5 -0.1
H -5.243 -7.402 19.259 -0.5 0.3 0.0
H -6.483 -11.724 21.235 0.2 -0.2 0.0
H -9.112 -9.581 20.298 -0.1 0.5 -0.1
H -2.727 -9.597 19.950 0.4 -0.7 0.3
C -4.027 -8.904 8.765 -0.2 -1.2 -2.6
C -4.577 -9.710 7.773 -0.5 0.9 1.1
C -5.568 -9.181 6.769 -1.4 1.4 -1.6
O -6.012 -9.834 5.807 1.1 0.6 2.4
C -5.952 -7.755 6.968 0.3 -0.7 0.7
C -5.394 -7.016 7.947 -1.6 2.1 -2.3
C -4.411 -7.471 8.881 1.3 -2.5 2.4
O -4.085 -6.800 9.859 -0.1 0.0 -1.2
O -5.702 -5.697 8.043 -0.1 -1.2 -0.1
O -4.389 -11.020 7.648 1.0 0.0 1.0
H -3.202 -9.364 9.288 -0.2 0.3 0.6
H -6.742 -7.302 6.387 0.1 -0.2 -0.3
H -5.228 -5.404 8.824 0.2 0.6 0.5
H -5.190 -11.415 7.296 -0.2 -0.1 -0.7
C -2.321 -12.381 16.969 -0.7 2.1 0.3
C -2.776 -11.085 16.766 0.0 -0.8 0.7
C -1.885 -9.942 16.183 -0.3 -3.3 -0.7
O -2.280 -8.867 15.847 -1.3 1.7 0.6
C -0.608 -10.398 15.774 1.8 0.4 -0.2
C -0.149 -11.621 16.009 2.7 -3.5 0.5
C -0.960 -12.771 16.653 -1.2 1.1 -0.9
O -0.565 -13.910 16.729 0.8 0.5 0.1
O 1.128 -12.057 15.690 -1.4 2.4 -0.3
O -4.046 -10.725 17.049 1.1 -0.9 0.2
H -2.921 -13.138 17.452 -0.4 0.1 -0.2
H -0.011 -9.671 15.245 0.3 0.0 0.0
H 1.313 -12.975 15.901 -0.8 -0.5 0.3
H -4.127 -9.789 16.851 -0.2 0.5 -0.3
C -0.500 -9.416 12.260 3.2 0.7 0.9
C 0.318 -10.510 12.395 -2.8 0.0 0.3
C -0.367 -11.885 12.418 -2.1 -1.7 -1.1
O 0.170 -12.976 12.587 0.7 1.9 0.1
C -1.852 -11.886 12.065 2.0 1.8 0.5
C -2.474 -10.693 11.920 -0.7 -1.2 0.3
C -1.917 -9.324 12.096 1.8 -1.4 -0.7
O -2.542 -8.306 11.897 -0.4 -0.3 0.3
O -3.724 -10.660 11.559 -1.6 -0.5 -0.4
O 1.613 -10.448 12.634 0.0 0.4 -0.3
H 0.029 -8.476 12.321 0.0 0.3 -0.1
H -2.372 -12.808 11.850 0.2 -0.1 0.2
H -3.967 -9.731 11.532 -0.6 0.8 -0.1
H 1.955 -11.330 12.474 0.5 -0.6 0.2
```
Forces are in eV/Å.

E_tot = -226852.5195 eV
charge = +1
frontier orbital gap = 5.2 eV

These are the Mulliken partial charges, in e, on atoms 1 to 2:
1 C -1.2400
2 C -0.7082

***

Formula: C20H41N2P3RuS
Source: the OMol25 dataset
Level of theory: ωB97M-V/def2-TZVPD

The geometry in XYZ format:
```
68
Properties=species:S:1:pos:R:3:forces:R:3
Ru 0.306 -1.223 -0.794 1.4 -1.6 2.4
P -0.510 -0.667 -2.762 -1.0 0.3 -3.4
P 2.312 -0.178 -0.942 2.8 1.1 -1.1
P -1.638 -1.400 0.408 -3.1 -0.7 1.2
H 2.860 3.082 1.094 -0.3 0.0 0.3
C 2.093 3.190 1.867 -0.2 0.5 -0.6
C 2.057 2.418 2.962 -0.2 -0.5 0.6
H 2.782 1.616 3.138 -0.2 0.4 0.0
C -1.104 1.054 -2.917 0.1 0.3 0.6
C 0.648 -0.850 -4.163 0.2 -0.1 0.3
C -1.922 -1.696 -3.295 0.1 -0.2 0.4
C 3.218 0.084 0.612 -0.4 -0.3 0.5
C 3.476 -1.149 -1.968 -0.4 -0.4 0.0
C 2.316 1.492 -1.679 -0.4 -0.1 0.0
C -1.483 -1.195 2.215 0.6 0.2 0.0
C -2.288 -3.105 0.235 0.4 -0.2 -0.3
C -3.092 -0.365 0.000 0.2 0.3 -0.2
H 1.394 4.023 1.748 0.3 -0.2 0.1
H 1.329 2.606 3.754 0.3 0.0 -0.2
H -1.763 1.141 -3.793 0.2 -0.2 0.2
H -0.253 1.734 -3.042 -0.2 -0.2 0.0
H -1.647 1.354 -2.012 0.0 0.0 -0.3
H 0.080 -0.877 -5.103 0.1 0.1 0.2
H 1.192 -1.796 -4.051 -0.1 0.2 -0.2
H 1.369 -0.024 -4.200 -0.2 -0.2 0.0
H -2.056 -1.582 -4.379 0.0 0.0 0.3
H -2.847 -1.410 -2.783 0.2 -0.1 -0.1
H -1.706 -2.750 -3.074 -0.1 0.2 -0.2
H 4.253 0.368 0.381 -0.2 -0.1 -0.2
H 3.232 -0.845 1.194 0.2 0.3 -0.1
H 2.757 0.880 1.209 0.1 -0.4 -0.3
H 4.400 -0.582 -2.142 -0.2 0.0 0.1
H 3.013 -1.397 -2.931 0.3 0.1 0.2
H 3.714 -2.083 -1.444 0.0 0.2 -0.1
H 3.353 1.841 -1.771 -0.2 -0.1 0.1
H 1.756 2.177 -1.030 0.2 0.0 -0.2
H 1.858 1.483 -2.675 0.2 0.1 0.2
H -2.467 -1.340 2.684 0.1 0.0 -0.2
H -1.118 -0.184 2.441 -0.2 -0.4 0.1
H -0.778 -1.928 2.623 -0.2 0.1 -0.1
H -3.374 -3.104 0.394 0.3 0.1 0.0
H -1.811 -3.753 0.981 -0.1 0.1 -0.2
H -2.066 -3.494 -0.766 -0.2 -0.1 0.2
H -2.996 0.615 0.485 -0.1 -0.3 -0.1
H -3.995 -0.871 0.367 0.3 0.2 0.0
H -3.187 -0.212 -1.081 -0.1 0.0 0.3
C -1.457 2.886 1.468 -0.2 0.1 0.2
C -2.270 3.719 0.654 -0.8 0.4 -0.2
C -3.078 4.680 1.245 0.3 -0.5 -1.1
C -3.092 4.840 2.639 -0.2 0.2 0.1
C -2.298 4.013 3.449 0.9 -1.0 0.2
C -1.494 3.035 2.878 -0.1 0.6 0.9
S -0.449 1.735 0.758 0.7 0.5 -0.1
H 0.646 -2.468 -1.731 -0.3 0.9 0.1
H -2.233 3.567 -0.424 -0.2 0.3 0.2
H -3.709 5.308 0.615 0.2 -0.1 0.2
H -3.728 5.601 3.094 0.2 -0.2 -0.1
H -2.311 4.122 4.533 -0.1 0.0 -0.3
H -0.874 2.369 3.481 -0.3 0.3 0.0
N 1.777 -4.789 1.133 -0.4 1.3 -0.4
C 1.980 -3.923 2.202 -0.3 0.1 -0.7
C 1.578 -2.685 1.781 0.1 -0.7 -0.2
N 1.140 -2.794 0.466 -0.3 0.2 -0.4
C 1.265 -4.069 0.101 0.5 -0.5 0.9
H 1.967 -5.785 1.087 0.1 0.1 0.2
H 2.379 -4.233 3.148 0.1 -0.2 0.1
H 1.573 -1.738 2.300 0.0 -0.2 0.1
H 1.019 -4.486 -0.869 0.1 0.0 0.3
```
Forces are in eV/Å.

E_tot = -65625.8745 eV
charge = +4
frontier orbital gap (alpha / beta) = 6.6 / 5.5 eV
relative energy (zero: lowest compared OMol25 entry of this formula, charge and spin) = 0.0 kcal/mol
2S+1 = 5

These are the Mulliken partial charges, in e, on atoms 1 to 2:
1 Ru 0.0829
2 P 0.9141

***

Formula: C5H7NO2
Source: the OMol25 dataset
Level of theory: ωB97M-V/def2-TZVPD

The geometry in XYZ format:
```
15
Properties=species:S:1:pos:R:3:forces:R:3
C -0.873 -0.695 0.923 0.9 -2.1 -0.5
C 0.418 -0.831 0.108 3.1 0.5 -0.1
C 0.706 -0.652 -1.330 -3.9 5.8 1.9
C 0.172 1.419 -0.419 -4.0 7.2 0.4
C 1.148 0.539 -0.359 3.5 -7.4 0.9
H -1.808 0.731 2.086 5.5 -2.9 0.8
H -0.898 -1.769 1.237 -1.5 0.5 -0.3
H -1.762 -0.237 0.416 1.1 -1.4 -0.3
H 1.330 -1.503 0.412 -2.4 0.9 0.3
H 1.092 -1.387 -1.897 1.8 -1.8 -2.1
H -0.011 2.421 0.142 0.7 -2.2 -0.8
H 2.138 0.610 -0.078 1.7 0.6 0.8
N -0.694 1.145 -1.306 -2.1 3.9 1.1
O -0.639 0.032 2.099 -5.4 4.2 0.4
O -0.318 0.176 -2.035 1.1 -5.8 -2.5
```
Forces are in eV/Å.

E_tot = -10876.0549 eV
frontier orbital gap = 8.6 eV
relative energy (zero: lowest compared OMol25 entry of this formula, charge and spin) = 174.4 kcal/mol

These are the Mulliken partial charges, in e, on atoms 1 to 2:
1 C -0.6275
2 C -0.1278

***

Formula: C5H9NO
Source: the OMol25 dataset
Level of theory: ωB97M-V/def2-TZVPD

The geometry in XYZ format:
```
16
Properties=species:S:1:pos:R:3:forces:R:3
C 1.520 0.013 -1.750 0.0 0.0 -0.1
N 0.805 0.280 -0.499 0.0 0.1 0.1
C 0.978 -0.745 0.509 0.2 -0.1 0.3
C -0.320 -0.590 -0.201 -0.1 -0.2 0.0
C -1.468 -0.189 0.692 -0.2 -0.2 0.0
O -2.270 -1.057 0.969 0.1 0.3 -0.2
C -1.573 1.191 1.303 0.0 0.0 0.0
H 2.383 0.685 -1.814 -0.2 -0.1 0.0
H 0.880 0.197 -2.618 0.0 0.1 0.2
H 1.899 -1.020 -1.817 -0.2 0.1 0.0
H 1.575 -1.625 0.272 0.0 0.2 0.0
H 1.047 -0.397 1.537 0.1 -0.1 -0.1
H -0.600 -1.354 -0.926 0.1 0.0 0.1
H -2.315 1.138 2.104 0.1 0.0 -0.1
H -0.623 1.569 1.694 -0.1 -0.1 -0.2
H -1.918 1.904 0.547 0.1 -0.1 0.0
```
Forces are in eV/Å.

E_tot = -8867.0972 eV
frontier orbital gap = 10.4 eV
relative energy (zero: lowest compared OMol25 entry of this formula, charge and spin) = 48.8 kcal/mol

These are the Mulliken partial charges, in e, on atoms 1 to 2:
1 C -0.8176
2 N -0.2832